Run one
DFT (ωB97M-V with the def2-TZVPD basis set) results for a 6-piece molecular cluster, C20H60BF4N5O5 overall.

Cartesian coordinates (Å):
B -0.3390 0.5079 0.4760
F 0.9751 0.7406 -0.0621
F -1.1170 -0.0867 -0.5310
F -0.2811 -0.2396 1.6440
F -0.8702 1.7828 0.7570
C 4.9585 1.8300 -1.9150
C 4.1855 1.1054 -2.9930
C 5.0810 0.3554 -3.9557
O 4.4366 -0.6788 -4.6394
C 5.3631 -1.3389 -5.5363
N 3.0985 0.2414 -2.4496
H 3.5116 -0.4445 -1.8077
H 2.4609 0.8101 -1.8847
H 2.5955 -0.3176 -3.1451
H 4.3769 2.3032 -1.1163
H 5.5546 2.6691 -2.2688
H 5.6116 1.1018 -1.4186
H 3.7215 1.9832 -3.4575
H 5.9276 -0.0748 -3.3913
H 5.6275 1.0559 -4.5994
H 5.3389 -0.9002 -6.5341
H 4.9672 -2.3387 -5.7023
H 6.3686 -1.3663 -5.1250
C 1.5743 1.0205 4.2540
C 2.3035 2.2377 3.8071
C 3.7731 2.4039 4.2364
O 4.3956 3.3070 3.3769
C 5.8215 3.1876 3.3088
N 2.2826 2.2798 2.2346
H 2.6602 1.3899 1.9024
H 1.3853 2.3619 1.7518
H 2.9692 2.9946 1.9651
H 0.6236 0.9414 3.7265
H 1.3187 1.1555 5.3062
H 2.1862 0.1300 4.1030
H 1.7993 3.1859 4.0006
H 4.1865 1.3896 4.2084
H 3.7191 2.8166 5.2478
H 6.2006 3.5934 2.3784
H 6.1873 2.1624 3.4340
H 6.1953 3.6916 4.2054
C -5.9269 -3.8260 2.5403
C -5.5262 -2.3680 2.8974
C -5.2900 -1.5198 1.6793
O -5.1726 -0.1411 1.9616
C -4.8829 0.7123 0.8268
N -6.5742 -1.7238 3.7453
H -6.5112 -1.9725 4.7421
H -6.2991 -0.7432 3.9413
H -7.5021 -1.7335 3.3193
H -5.3401 -4.0743 1.6581
H -6.9842 -3.8333 2.2683
H -5.7914 -4.5461 3.3421
H -4.6264 -2.4493 3.5091
H -6.1088 -1.6409 0.9529
H -4.4051 -1.7724 1.0813
H -5.5931 0.4758 0.0312
H -3.8479 0.5117 0.5614
H -5.1536 1.7085 1.1582
C -2.3477 0.5726 -3.8600
C -1.4335 1.7979 -3.7296
C -1.7764 2.8562 -4.7524
O -0.7298 3.8131 -4.6005
C -0.7487 4.7830 -5.6397
N -1.6927 2.3648 -2.2982
H -2.6462 2.7252 -2.2575
H -1.4207 1.7303 -1.5437
H -1.0677 3.1781 -2.2705
H -3.3567 0.9558 -4.0164
H -2.3667 -0.0409 -2.9577
H -2.0124 -0.0782 -4.6644
H -0.3819 1.5566 -3.5913
H -2.6747 3.4207 -4.4744
H -1.8598 2.3981 -5.7395
H -0.0208 5.5743 -5.4871
H -1.7240 5.2514 -5.8082
H -0.5287 4.3682 -6.6300
C -0.9099 -4.4523 -0.4519
C -0.7346 -3.5273 0.7511
C -0.9860 -4.2063 2.1075
O -0.8152 -3.1718 3.0403
C -1.0485 -3.5138 4.4216
N 0.6442 -2.9200 0.8012
H 1.3576 -3.6406 0.9676
H 1.0271 -2.5129 -0.0538
H 0.7042 -2.2256 1.5555
H -1.8677 -4.9660 -0.3702
H -0.2015 -5.2819 -0.3516
H -0.7989 -4.0129 -1.4395
H -1.4434 -2.7091 0.6414
H -0.3310 -5.0543 2.3316
H -2.0205 -4.5637 2.0488
H -1.7056 -4.3737 4.5114
H -1.5530 -2.6172 4.7994
H -0.1277 -3.4918 5.0029

The highest occupied orbital energy comes out at -18.5 eV. As for the multiplicity: 1. The net charge is +4.

Run two
DFT (ωB97M-V with the def2-TZVPD basis set) results for C20H60BF4N5O5 as an isolated structure.

Cartesian coordinates (Å):
B -0.8923 0.2335 -0.2436
F -2.0087 -0.5488 -0.2454
F -0.4051 0.4619 -1.5359
F -1.2275 1.4635 0.3377
F 0.1662 -0.4076 0.4212
C 1.6023 -0.0521 1.7927
C 2.5912 -0.8300 2.6938
C 2.6879 -2.3289 2.2799
O 3.7573 -3.0914 2.9049
C 3.9502 -4.3782 2.3657
N 3.9227 -0.0980 2.7028
H 4.6514 -0.5347 3.2490
H 4.2573 0.0354 1.7592
H 3.7755 0.8299 3.0734
H 2.0364 0.0171 0.7953
H 1.3329 0.9495 2.1277
H 0.6929 -0.6051 1.5573
H 2.2859 -0.7313 3.7356
H 2.7885 -2.3345 1.1946
H 1.7521 -2.8121 2.5606
H 3.1104 -5.0660 2.4642
H 4.7697 -4.8639 2.8954
H 4.1607 -4.2215 1.3078
C -3.6698 -1.2894 1.2116
C -2.7429 -0.7263 2.2667
C -2.6381 -1.6345 3.5264
O -1.9920 -0.8970 4.5692
C -0.7526 -1.4064 4.9789
N -1.3439 -0.3753 1.6342
H -1.3808 0.0642 0.7256
H -0.8664 0.2892 2.2264
H -0.8462 -1.2541 1.6234
H -3.9877 -0.5338 0.4932
H -4.5798 -1.6984 1.6506
H -3.1671 -2.0606 0.6279
H -3.1724 0.2481 2.4996
H -2.1419 -2.5869 3.3400
H -3.6314 -1.8258 3.9325
H -0.7473 -2.3577 5.5110
H -0.4243 -0.7415 5.7778
H 0.0439 -1.4596 4.2367
C -3.9150 0.2244 -1.1126
C -2.9467 1.2572 -1.7270
C -3.6521 1.9736 -2.9210
O -3.0729 3.3042 -3.1534
C -1.7844 3.3737 -3.7258
N -2.7194 2.2509 -0.5634
H -3.5467 2.7884 -0.3468
H -2.4336 1.7510 0.2664
H -1.9830 2.8574 -0.8949
H -4.8869 0.6197 -0.8170
H -3.5429 -0.2589 -0.2092
H -4.0159 -0.6412 -1.7673
H -2.0762 0.6764 -2.0320
H -4.7078 2.1102 -2.6866
H -3.6443 1.3084 -3.7845
H -1.1254 3.1348 -2.8910
H -1.5712 4.4155 -3.9651
H -1.5156 2.7203 -4.5557
C 1.8644 0.7536 -0.4380
C 1.7800 2.0673 -1.2933
C 3.1059 2.6441 -1.6552
O 3.1795 3.7615 -2.4778
C 2.6885 4.9899 -1.9459
N 0.7407 1.9128 -2.4424
H -0.2209 1.8325 -2.1443
H 0.7299 2.8168 -2.8927
H 0.8324 1.1866 -3.1383
H 2.3747 -0.0148 -1.0187
H 0.8952 0.3255 -0.1819
H 2.4934 0.9822 0.4224
H 1.2829 2.7713 -0.6259
H 3.8109 1.8810 -1.9850
H 3.5001 2.9430 -0.6839
H 1.6953 4.9739 -1.4970
H 2.4656 5.7328 -2.7118
H 3.4825 5.3974 -1.3201
C -1.6295 -1.6457 -2.7487
C -0.4886 -2.2785 -1.9831
C 0.8994 -1.5649 -2.1575
O 1.8323 -2.1972 -1.3320
C 2.7163 -1.4833 -0.5396
N -0.8336 -2.2935 -0.4118
H -1.6594 -2.8340 -0.1971
H -0.0404 -2.6435 0.1063
H -0.9868 -1.3353 -0.1317
H -2.5680 -2.1511 -2.5209
H -1.3177 -1.4394 -3.7726
H -1.8113 -0.6848 -2.2674
H -0.3742 -3.3408 -2.1987
H 0.7913 -0.5442 -1.7908
H 1.3194 -1.3997 -3.1496
H 3.5925 -2.0549 -0.2336
H 2.1239 -1.1259 0.3026
H 3.1563 -0.6470 -1.0828

The highest occupied orbital energy comes out at -19.8 eV. As for the multiplicity: 1. The net charge is +4.

Which structure is the most stable? The one labeled run one.

Run one
DFT (ωB97M-V with the def2-TZVPD basis set) results for an isolated ion of composition C3H7N2S2 and charge +1.

Cartesian coordinates (Å):
N 2.3849 0.9250 -0.0771
C 2.1144 -0.3834 -0.1438
N 0.8504 -0.7182 0.0607
C -0.2662 0.1159 0.0728
C -1.5637 -0.1447 0.0521
S -2.2692 -1.7198 0.1125
S -2.4902 1.3313 0.1380
H 1.6342 1.6549 0.2453
H 3.1929 1.3198 -0.3591
H 2.8689 -1.1851 -0.0484
H 0.7239 -1.6554 0.2631
H -0.0299 1.1335 0.0642
H -3.5322 -1.3266 -0.3540
H -3.6181 0.6527 -0.0265

As for the SMILES: N/C=[NH+]\C=C(S)S. The highest occupied orbital energy comes out at -12.4 eV. As for the multiplicity: 1. The net charge is +1.

Run two
DFT (ωB97M-V with the def2-TZVPD basis set) results for a 2-piece molecular cluster, C3H7N2S2 overall.

Cartesian coordinates (Å):
C 1.1423 -1.6956 0.0649
C 2.4713 -1.4985 -0.0427
C -0.0425 -0.9565 -0.1040
N -1.0066 -0.3662 -0.2174
N -3.1610 1.0926 0.0839
S 3.4889 -0.0958 -0.1477
S 2.6323 1.6693 -0.8141
H 0.9790 -2.7024 0.3976
H 3.1596 -2.2632 0.2381
H -2.2532 0.5033 -0.1121
H -2.9581 2.0589 -0.3661
H 2.8814 2.2940 0.3543
H -3.9898 0.7404 -0.3617
H -3.3435 1.2197 1.0270

The highest occupied orbital energy comes out at -12.1 eV. As for the multiplicity: 1. The net charge is +1.

Which structure is the most stable? The one labeled run two.

Run one
DFT (ωB97M-V with the def2-TZVPD basis set) results for a 2-piece molecular cluster, C3H11N2O overall.

Cartesian coordinates (Å):
C 0.5761 -1.2581 -1.1482
C -0.1276 -0.4758 0.0263
C -1.5051 -0.5160 0.3329
N -2.2289 -1.6843 0.3462
N 0.6790 0.4479 1.0287
H 1.1579 -0.6521 -1.7710
H 0.0058 -2.0500 -1.6729
H 1.2650 -1.9254 -0.6138
H -2.1445 0.3339 0.4600
H -1.8554 -2.6006 0.0623
H -3.2777 -1.7324 0.4438
H 1.1271 -0.0141 1.8798
H 0.1246 1.3460 1.2929
H 1.4926 0.8022 0.3699
H 2.3318 3.2487 -0.6603
H 0.9520 3.8012 -0.0096
O 1.4274 2.9289 -0.3669

The highest occupied orbital energy (alpha / beta) comes out at -3.3 / -6.3 eV. As for the multiplicity: 2.

Run two
DFT (ωB97M-V with the def2-TZVPD basis set) results for a 2-piece molecular cluster, C3H11N2O overall.

Cartesian coordinates (Å):
C -1.1932 1.4714 -1.0177
C 0.0477 1.8795 -0.2035
N 0.1540 1.1266 1.0293
C 0.6407 -0.1568 0.9451
N 0.1996 -1.0955 1.9013
H -1.0858 0.4452 -1.3525
H -1.4102 2.1799 -1.8197
H -2.0433 1.4705 -0.3445
H 0.0306 2.9348 0.0371
H 0.9373 1.6758 -0.8117
H 0.1153 1.6853 1.8643
H 1.2774 -0.5515 0.1843
H -0.2266 -0.7128 2.7260
H 0.6370 -1.9884 2.0152
H -0.2595 -2.4129 -2.7343
H 0.8434 -3.3838 -2.3738
O 0.2293 -2.7578 -1.9818

The highest occupied orbital energy (alpha / beta) comes out at -4.8 / -8.6 eV. As for the multiplicity: 2.

Which structure is the most stable? The one labeled run two.

Run one
DFT (ωB97M-V with the def2-TZVPD basis set) results for one molecule with the formula C3H3BrCl2.

Cartesian coordinates (Å):
Cl 1.3932 -1.8468 0.9658
C 0.3582 -0.5038 0.7338
C 0.5683 0.6421 -0.4291
C -0.6618 -0.2238 -0.3458
Cl -1.4383 -1.3513 -1.4466
Br -2.1710 1.0984 0.1790
H 0.0862 0.0362 1.6580
H 0.5359 1.7023 -0.1404
H 1.3294 0.4466 -1.1748

As for the SMILES: Cl[C@H]1C[C@]1(Cl)Br. The highest occupied orbital energy comes out at -10.2 eV. As for the multiplicity: 1.

Run two
DFT (ωB97M-V with the def2-TZVPD basis set) results for a 2-piece molecular cluster, C3H3BrCl2 overall.

Cartesian coordinates (Å):
C -0.4704 0.5688 0.5411
C -0.4266 -0.1834 -0.7343
C 0.2450 -0.6917 0.3871
Cl -1.8475 -0.9757 -1.3182
Cl 0.7989 -2.0096 1.2508
Br 2.8879 0.9968 -0.5802
H -0.1409 1.6261 0.6243
H -1.2509 0.4497 1.2280
H 0.2046 0.2191 -1.3986

The highest occupied orbital energy (alpha / beta) comes out at -9.9 / -8.4 eV. As for the multiplicity: 1.

Which structure is the most stable? The one labeled run one.

Run one
DFT (ωB97M-V with the def2-TZVPD basis set) results for a 2-piece molecular cluster, C2H8NS overall.

Cartesian coordinates (Å):
N -3.0407 1.0608 -1.6373
H -2.9313 0.2082 -1.1111
H -2.2551 0.8735 -2.3484
H -2.7111 1.7599 -0.9494
C 2.0616 -1.4638 0.0148
C 1.0124 -0.9110 1.0019
S 0.1544 0.6905 0.4649
H 2.7109 -0.5322 -0.2521
H 1.4069 -1.7835 -0.8062
H 2.6619 -2.3683 0.2038
H 1.2684 -0.6403 2.1086
H 0.2209 -1.7427 1.0762

The highest occupied orbital energy comes out at -2.4 eV. As for the multiplicity: 1. The net charge is -1.

Run two
DFT (ωB97M-V with the def2-TZVPD basis set) results for a 2-piece molecular cluster, C2H8NS overall.

Cartesian coordinates (Å):
C 0.8946 -1.4216 0.6849
N -0.4677 -1.2694 0.1627
C -0.4294 -1.1072 -1.2855
H 1.3485 -2.3220 0.2556
H 1.5204 -0.5548 0.4659
H 0.8434 -1.5902 1.7582
H -0.7788 -0.3668 0.5263
H 0.1699 -0.2500 -1.6066
H -1.4474 -0.9561 -1.6441
H -0.0152 -2.0119 -1.7387
S -0.1439 2.0448 0.2512
H -0.5413 3.0649 1.0284

The highest occupied orbital energy comes out at -2.8 eV. As for the multiplicity: 1. The net charge is -1.

Which structure is the most stable? The one labeled run two.

Run one
DFT (ωB97M-V with the def2-TZVPD basis set) results for a 2-piece molecular cluster, C2H8NS overall.

Cartesian coordinates (Å):
N 1.3073 -0.0683 -2.8811
H 0.4118 0.1387 -3.1598
H 1.2303 0.0257 -1.8135
H 1.7136 0.8056 -3.0092
C -0.3728 -1.7272 1.0481
C -1.1138 -0.2468 0.8132
S 0.0428 1.0904 0.7730
H -1.1306 -2.5819 0.9588
H 0.1334 -1.4989 2.0669
H 0.3785 -1.9013 0.2946
H -1.9472 -0.1508 1.5122
H -1.7056 0.0387 -0.2181

The highest occupied orbital energy comes out at -2.2 eV. As for the multiplicity: 1. The net charge is -1.

Run two
DFT (ωB97M-V with the def2-TZVPD basis set) results for a 2-piece molecular cluster, C2H8NS overall.

Cartesian coordinates (Å):
S -3.5882 0.5546 0.2763
H -4.2341 -0.1587 1.2122
C 1.6776 -0.7716 -0.4124
C 0.8634 0.3963 0.1510
N -0.4801 0.3710 -0.3524
H 1.4471 -0.8051 -1.4799
H 2.7473 -0.5577 -0.3810
H 1.3444 -1.6997 0.0419
H 0.9309 0.3687 1.2573
H 1.3387 1.3622 -0.0449
H -0.9236 1.2712 -0.2559
H -1.1235 -0.3311 -0.0121

The highest occupied orbital energy comes out at -2.6 eV. As for the multiplicity: 1. The net charge is -1.

Run three
DFT (ωB97M-V with the def2-TZVPD basis set) results for a 2-piece molecular cluster, C2H8NS overall.

Cartesian coordinates (Å):
S -2.2402 0.4777 2.7757
H -1.4527 1.3013 2.0571
C 0.1206 -0.4008 -1.6106
C 0.2403 -0.5218 -0.0932
N 1.1709 0.4998 0.4250
H 0.0896 0.6524 -1.8859
H -0.8131 -0.8327 -1.9690
H 0.9417 -0.8825 -2.1393
H 0.6375 -1.5005 0.1729
H -0.7380 -0.4038 0.3727
H 1.4008 0.2501 1.3808
H 0.6426 1.3608 0.5138

The highest occupied orbital energy comes out at -2.6 eV. As for the multiplicity: 1. The net charge is -1.

Which structure is the most stable? The one labeled run three.